Formula: C36H61ClFN2O12P3S2
Source: OMol25
Level of theory: the ωB97M-V functional and the def2-TZVPD basis

Results
**SMILES**: CC(=O)N(C)CCCCc1cc2c(c(P(C)O)c1)Sc1c(ccc(F)c1CCCCS(=O)(=O)Cl)N2.CCOP(=O)(OCC)OCC.CCOP(=O)(OCC)OCC
**Energy**: -4801.242621 hartree
**HOMO-LUMO gap**: 7.2 eV
**Largest force on an atom**: 7.87 eV/Å
**2S+1**: 1

Last column: Mulliken charge in e.
CARTESIAN COORDINATES (ANGSTROEM)
Cl: 0.982 1.929 5.311  -0.218
S: -0.263 0.487 6.071  1.198
S: -0.150 -3.818 0.980  -0.348
P: -4.661 4.153 3.295  1.206
P: 7.661 -1.709 -3.137  1.216
P: -3.461 -3.563 0.942  -0.002
F: 3.084 0.183 1.878  -0.366
O: 8.911 -2.455 -3.906  -0.435
O: -4.882 -4.386 0.595  -0.485
O: -4.846 3.997 4.916  -0.327
O: 0.532 -0.603 6.553  -0.586
O: -0.814 1.979 -3.772  -0.596
O: -4.972 5.769 3.297  -0.435
O: 7.808 -0.387 -4.115  -0.425
O: -1.055 1.115 7.090  -0.578
O: -6.192 3.830 2.769  -0.426
O: 6.282 -1.411 -2.629  -0.683
O: -4.062 2.822 2.942  -0.706
O: 8.576 -1.230 -1.862  -0.320
N: -1.948 0.286 -2.665  0.538
N: 1.168 -3.745 -1.583  -0.298
C: -2.763 -0.016 -3.870  -0.922
C: 3.183 -0.957 -0.166  -0.901
C: -2.997 -3.047 -4.345  -1.244
C: -3.897 -1.757 1.189  -0.590
C: 8.898 -3.378 -0.746  -0.929
C: -6.483 6.495 5.111  -0.949
C: -0.252 -3.613 -1.706  -0.133
C: 0.921 -1.478 2.909  -1.033
C: 6.684 0.063 -4.875  -0.325
C: -2.286 -3.293 -3.010  0.248
C: -6.234 6.365 3.624  -0.148
C: 0.636 0.554 -2.549  -0.575
C: -1.106 0.127 3.352  -0.533
C: 2.612 -0.817 1.093  0.374
C: -2.659 1.215 -1.764  -1.223
C: -4.040 -0.809 -3.482  0.061
C: 2.743 -1.924 -1.071  -0.634
C: -4.254 -2.138 -4.255  -1.006
C: 11.122 -1.467 -3.415  -0.938
C: -0.610 -1.153 2.639  -0.579
C: -2.800 5.099 5.666  -1.031
C: -0.740 1.003 -3.054  0.374
C: -3.675 3.862 5.719  -0.009
C: 10.061 -1.791 -4.445  -0.146
C: -1.069 -3.648 -0.564  0.165
C: -1.433 -0.169 4.848  -0.837
C: -3.081 -3.359 -1.857  -0.328
C: 1.576 -1.650 1.527  -0.149
C: 1.692 -2.758 -0.668  0.162
C: -6.386 3.080 1.568  -0.303
C: 1.149 -2.626 0.617  0.661
C: -0.898 -3.437 -2.938  -0.455
C: 6.145 1.352 -4.287  -1.135
C: -6.892 1.691 1.902  -1.105
C: -2.453 -3.532 -0.609  0.195
C: 8.452 -1.934 -0.627  -0.208
H: -3.116 2.056 -2.322  0.299
H: -5.465 3.029 0.985  0.298
H: -3.115 2.976 5.406  0.024
H: 3.999 -0.301 -0.488  0.563
H: 1.331 -0.566 3.372  0.407
H: -2.066 0.399 2.873  -0.095
H: -5.067 -2.681 -3.740  0.374
H: 1.053 -2.373 3.530  0.286
H: -3.092 0.972 -4.260  0.412
H: -3.348 -4.035 -4.705  0.407
H: -4.596 -1.908 -5.277  0.406
H: -3.405 0.717 -1.127  0.252
H: -7.126 3.610 0.964  0.343
H: -2.387 5.245 4.661  0.301
H: -1.457 -1.265 4.965  0.455
H: 0.974 1.197 -1.720  0.320
H: -4.009 3.693 6.743  0.309
H: -0.276 -3.395 -3.843  0.249
H: 9.079 -1.412 0.095  0.321
H: -4.246 -1.616 2.221  0.410
H: 1.575 -3.522 -2.488  0.444
H: -6.256 1.205 2.642  0.221
H: 5.906 -0.701 -4.915  0.333
H: -0.743 -0.985 1.554  0.392
H: -6.933 1.065 1.007  0.373
H: -1.895 1.666 -1.101  0.454
H: -0.433 0.982 3.191  0.703
H: 8.895 -3.861 0.232  0.414
H: -4.919 -0.165 -3.681  0.458
H: 7.420 -1.874 -0.270  0.173
H: -1.969 5.010 6.367  0.437
H: -4.167 -3.251 -1.901  0.595
H: 0.618 -0.503 -2.243  -0.124
H: 6.873 2.157 -4.408  0.332
H: 10.844 -0.601 -2.815  0.253
H: -4.049 -0.957 -2.388  -0.219
H: -2.312 -2.668 -5.123  0.411
H: -6.765 5.540 5.553  0.255
H: -2.129 -0.508 -4.622  0.446
H: 3.188 -2.048 -2.063  0.470
H: -2.961 -1.205 1.004  -0.286
H: 10.486 -2.501 -5.159  0.336
H: 8.232 -3.942 -1.408  0.292
H: -5.596 6.857 5.632  0.168
H: 9.901 -3.443 -1.167  0.147
H: -3.373 5.993 5.911  0.172
H: -7.063 5.874 3.122  0.218
H: 5.959 1.253 -3.218  0.238
H: -5.594 -3.748 0.429  0.318
H: 9.793 -0.916 -5.031  0.219
H: 12.062 -1.227 -3.915  0.414
H: 5.217 1.648 -4.780  0.373
H: 11.286 -2.306 -2.738  0.163
H: 7.025 0.235 -5.899  0.340
H: -6.188 7.370 3.198  0.342
H: -7.306 7.190 5.290  0.415
H: -1.226 -2.024 2.915  0.534
H: -2.439 0.177 5.137  0.437
H: -4.643 -1.459 0.428  0.481
H: -7.893 1.746 2.333  0.334
H: 1.344 0.713 -3.377  0.392

=====

Formula: C36H61N7O4S2
Source: OMol25
Level of theory: the ωB97M-V functional and the def2-TZVPD basis

Results
**ΔE to the lowest compared entry with this formula, charge and spin**: 0.0 kcal per mole
**SMILES**: O=S1(=O)CCCC1.O=S1(=O)CCCC1.c1cc[nH]c1.c1cc[nH]c1.CCCC#N.CCCC#N.CCCC#N.CCCC#N.CCCC#N
**Energy**: -2888.832060 hartree
**HOMO-LUMO gap**: 8.5 eV
**Largest force on an atom**: 3.91 eV/Å
**2S+1**: 1

Last column: Mulliken charge in e.
CARTESIAN COORDINATES (ANGSTROEM)
S: 4.891 -0.288 3.890  1.042
S: 0.519 0.795 0.628  0.609
O: 5.722 -1.462 3.683  -0.697
O: 1.112 2.122 0.327  -0.824
O: 4.874 0.768 2.884  -0.524
O: 1.085 -0.179 1.551  -0.133
N: 3.204 5.213 0.601  -0.620
N: -1.975 -3.457 0.176  -0.493
N: 0.243 3.702 -1.805  0.239
N: -3.569 -2.024 -6.899  -0.490
N: -5.620 1.876 0.459  0.054
N: -3.536 -2.859 6.933  -0.448
N: 3.697 -0.461 -1.140  -0.542
C: -6.217 0.652 0.603  -0.797
C: 3.929 -1.129 -0.231  0.159
C: -1.804 -3.706 -0.943  0.283
C: -3.583 -2.694 -3.122  -0.602
C: -2.717 -2.154 6.523  0.169
C: 0.822 3.915 -3.067  -0.585
C: -1.502 3.970 -3.168  -0.253
C: 4.184 2.779 -0.142  1.031
C: -1.619 -4.033 -2.378  -0.449
C: -1.696 -1.252 5.970  -0.659
C: -0.705 -1.707 4.935  0.482
C: -0.292 4.073 -3.874  -0.655
C: -2.889 -4.042 -3.207  -0.703
C: -1.282 1.078 1.155  -1.002
C: -6.318 0.050 -0.601  -0.437
C: 5.132 0.343 5.602  -0.795
C: 3.146 -0.854 4.178  -0.253
C: -3.337 0.900 -4.651  -1.067
C: -2.106 0.206 0.200  0.526
C: 5.388 2.763 -1.101  -0.459
C: 3.576 -3.467 0.481  -0.910
C: -5.877 0.964 -1.554  -0.223
C: -1.937 0.522 -5.110  0.027
C: 2.873 -0.613 5.693  -0.329
C: 5.118 3.493 -2.340  -1.240
C: -1.298 -1.938 3.533  -1.012
C: -5.400 2.062 -0.874  -0.624
C: -1.116 3.783 -1.889  -0.592
C: -2.851 -1.140 -6.775  0.319
C: 3.727 0.548 6.192  -0.803
C: -1.435 0.250 -1.144  1.235
C: 4.246 -2.116 0.849  0.969
C: 2.121 -3.505 0.665  -0.511
C: -1.933 -0.017 -6.609  -0.637
C: 0.035 -0.050 -0.908  -0.369
C: 3.646 4.160 0.290  0.143
H: -1.300 1.402 -5.017  0.209
H: 1.880 3.888 -3.280  0.293
H: -3.132 0.567 0.132  -0.855
H: 0.102 -0.985 4.808  -0.365
H: -2.262 -0.800 0.590  0.314
H: -6.563 0.249 1.544  0.380
H: 3.821 0.490 7.276  0.395
H: -2.271 0.722 -7.336  0.300
H: -0.929 -0.292 -6.933  0.367
H: 3.853 -3.827 -0.511  0.388
H: 3.170 -1.526 6.208  0.357
H: 0.681 0.176 -1.755  0.540
H: 4.413 2.229 0.771  -0.151
H: 0.742 3.494 -0.952  0.358
H: -1.195 -5.037 -2.361  0.408
H: -1.649 3.610 -0.965  0.361
H: -0.770 -2.585 2.833  0.296
H: -1.509 -0.109 -4.331  0.075
H: 3.344 2.288 -0.633  -0.242
H: -5.702 0.845 -2.613  0.445
H: 3.336 1.529 5.923  0.343
H: -0.991 -3.311 -2.900  0.269
H: -3.843 1.542 -5.371  0.492
H: -3.591 -2.316 -2.099  0.353
H: -3.519 -4.895 -2.956  0.372
H: 5.301 -2.055 1.117  0.605
H: 6.241 3.199 -0.581  0.373
H: -4.943 2.982 -1.207  0.465
H: 5.789 1.212 5.654  0.444
H: 3.160 -1.819 3.670  0.499
H: -2.635 -4.143 -4.262  0.355
H: 5.981 3.448 -3.003  0.427
H: -3.961 0.006 -4.628  0.420
H: 1.804 -3.117 1.634  0.035
H: 4.014 -4.158 1.202  0.342
H: -1.380 0.972 2.235  0.586
H: 0.194 -1.089 -0.618  -0.167
H: -1.830 -0.467 -1.863  -0.454
H: 1.730 -4.521 0.710  0.445
H: 5.699 1.738 -1.300  0.325
H: -0.184 -2.635 5.173  0.399
H: 2.555 -0.269 3.474  0.009
H: -4.592 -2.758 -3.527  0.405
H: -2.182 -2.515 3.806  0.442
H: 5.089 4.561 -2.123  0.350
H: -2.501 4.101 -3.555  0.529
H: -1.610 -1.049 2.985  -0.071
H: -6.788 -0.898 -0.820  0.450
H: -1.362 2.136 0.904  0.253
H: 4.256 3.166 -2.922  0.197
H: -0.288 4.211 -4.945  0.455
H: -1.235 -0.888 6.888  0.386
H: 1.820 -0.384 5.854  0.042
H: 5.528 -0.496 6.174  0.361
H: -5.523 2.571 1.186  0.208
H: -1.654 1.228 -1.571  -0.471
H: 1.635 -2.917 -0.113  0.037
H: 3.746 -1.670 1.709  -1.041
H: -3.218 1.483 -3.738  0.054
H: -3.143 -1.954 -3.790  -0.253
H: -2.303 -0.403 5.658  0.310

=====

Formula: C36H62HgN3O5S7Si
Source: OMol25
Level of theory: the ωB97M-V functional and the def2-TZVPD basis

Results
**ΔE to the lowest compared entry with this formula, charge and spin**: 6.0 kcal per mole
**Energy**: -5179.892828 hartree
**Total charge**: -2
**HOMO-LUMO gap (spin up / spin down)**: 5.1 / 6.4 eV
**Largest force on an atom**: 0.45 eV/Å
**2S+1**: 2

Last column: Mulliken spin population.
CARTESIAN COORDINATES (ANGSTROEM)
Hg: -0.364 0.168 -1.178  0.434
S: -1.843 -3.389 -1.588  0.006
S: -2.951 -4.335 -4.231  0.001
S: -1.870 2.125 1.698  0.009
S: 1.925 0.134 1.554  -0.027
S: -5.139 -4.306 -6.250  0.000
S: -1.764 -1.418 1.681  0.029
S: -3.956 0.394 -0.321  0.002
Si: 3.580 0.239 2.745  0.003
O: 3.543 1.498 3.842  -0.001
O: 2.636 -0.890 -3.048  0.001
O: 5.026 0.435 1.955  0.004
O: 3.860 -1.080 3.722  0.010
O: 2.002 -2.221 -0.693  0.011
N: -0.346 -0.189 -5.364  0.000
N: -5.019 -3.025 -3.806  0.000
N: -4.229 -2.774 -2.687  0.005
C: 6.800 -1.112 2.454  0.000
C: 1.719 -1.148 4.904  -0.002
C: 0.315 0.940 -4.706  0.026
C: 3.788 3.362 2.290  0.000
C: -4.514 -3.834 -4.761  0.000
C: 3.902 3.627 4.773  0.000
C: -6.368 -1.181 -3.016  0.001
C: 3.333 -3.050 4.899  0.000
C: 3.910 -0.922 6.099  0.000
C: -8.551 -2.052 -4.476  0.000
C: -1.137 2.991 -4.748  0.028
C: -4.240 -1.238 0.405  0.004
C: -2.292 3.827 -2.822  0.018
C: -0.794 -1.204 -4.426  0.000
C: -7.560 -0.480 -2.973  0.000
C: -1.405 0.188 -6.272  0.001
C: -4.558 1.485 0.995  0.002
C: -8.660 -0.905 -3.707  0.000
C: -1.349 -0.287 3.035  -0.006
C: -2.087 1.042 3.143  -0.001
C: -7.365 -2.773 -4.524  0.000
C: -3.573 -1.518 1.749  0.005
C: 5.127 -1.624 0.660  0.003
C: -0.903 1.851 -2.651  0.292
C: -6.262 -2.330 -3.802  -0.001
C: 3.198 -1.530 4.892  0.004
C: -1.743 2.796 -2.070  0.084
C: 5.900 -0.516 1.370  0.000
C: -3.085 -3.395 -2.750  0.003
C: -0.594 1.934 -4.009  0.069
C: -3.581 2.607 1.355  0.001
C: -1.986 3.924 -4.172  -0.030
C: 3.237 2.870 3.627  0.001
C: 6.744 0.255 0.360  0.000
C: 1.724 3.071 3.678  0.003
C: 3.729 -0.080 -2.681  0.001
H: 7.401 -0.325 2.915  0.000
H: 3.503 0.546 -1.809  0.001
H: 1.240 -1.547 5.803  0.000
H: 1.244 2.456 2.917  -0.003
H: -9.399 -2.402 -5.053  0.000
H: 0.895 1.473 -5.469  -0.002
H: 6.184 -1.574 3.224  0.000
H: 5.813 -2.284 0.123  0.000
H: 4.836 3.073 2.191  0.000
H: 1.603 -0.062 4.889  -0.001
H: -2.954 4.553 -2.359  0.004
H: -5.316 -1.416 0.484  0.000
H: -1.678 1.569 4.008  0.000
H: -2.403 4.723 -4.774  -0.002
H: 4.983 3.474 4.742  0.000
H: -2.279 0.635 -5.771  0.000
H: -1.748 -0.701 -6.807  0.000
H: 3.957 0.574 -3.525  0.000
H: -3.924 -0.850 2.535  -0.003
H: -7.619 0.413 -2.362  0.000
H: -1.958 2.734 -1.010  -0.008
H: -3.488 3.298 0.515  -0.001
H: 4.387 -3.329 4.845  0.000
H: -1.030 0.906 -7.007  0.000
H: 3.454 -1.257 7.035  0.000
H: 7.304 1.044 0.866  0.000
H: 2.398 -1.439 -2.274  -0.002
H: 3.857 0.165 6.037  0.000
H: 2.033 -1.522 -0.003  -0.017
H: -5.500 1.937 0.675  0.000
H: 3.692 4.697 4.705  0.000
H: 7.466 -1.864 2.024  0.000
H: 3.529 3.254 5.729  0.000
H: 1.469 4.119 3.501  0.000
H: -3.845 -2.535 2.038  0.002
H: -5.509 -0.839 -2.458  0.000
H: 0.033 -1.502 -3.782  0.004
H: 4.555 -2.217 1.376  0.000
H: -3.156 0.912 3.313  0.000
H: 4.625 -0.671 -2.455  0.000
H: -1.443 -0.815 3.988  0.000
H: 6.095 0.715 -0.387  0.000
H: 1.340 2.777 4.659  0.000
H: -1.629 -0.872 -3.787  -0.004
H: 1.222 -1.547 4.020  0.001
H: -0.880 3.084 -5.799  0.005
H: 3.702 4.450 2.223  0.000
H: 2.898 -3.477 5.807  0.000
H: 4.963 -1.214 6.092  0.000
H: -7.295 -3.666 -5.122  0.000
H: 3.236 2.910 1.464  0.000
H: -4.769 0.874 1.871  0.000
H: -9.586 -0.344 -3.685  0.000
H: 4.421 -1.196 -0.050  -0.001
H: 1.103 -2.570 -0.655  0.009
H: -0.287 -0.093 2.854  0.008
H: -3.974 3.170 2.206  0.000
H: -1.130 -2.082 -4.982  0.000
H: 7.448 -0.411 -0.145  0.000
H: 1.012 0.519 -3.982  0.017
H: -3.839 -1.917 -0.350  -0.004
H: 2.821 -3.467 4.031  0.000

=====

Formula: C36H62NO14
Source: OMol25
Level of theory: the ωB97M-V functional and the def2-TZVPD basis

Results
**Energy**: -2516.776632 hartree
**Total charge**: +1
**HOMO-LUMO gap**: 8.5 eV
**Largest force on an atom**: 2.72 eV/Å
**2S+1**: 1

Last column: Mulliken charge in e.
CARTESIAN COORDINATES (ANGSTROEM)
O: -1.763 -6.979 3.813  -0.599
O: 1.319 8.246 3.177  -0.266
O: -0.965 5.615 -1.240  -0.349
O: 0.268 -0.119 -3.239  -0.677
O: 9.648 3.823 3.664  -0.577
O: 0.660 3.556 -4.384  -0.554
O: -1.023 0.188 -1.376  -0.341
O: 2.746 3.210 0.835  -0.661
O: 8.920 1.905 2.655  -0.349
O: 0.555 5.248 -5.920  -0.346
O: -2.908 -8.917 3.410  -0.294
O: -1.903 3.884 -0.076  -0.667
O: 4.398 2.572 -0.612  -0.352
O: -0.805 7.818 3.911  -0.588
N: -0.250 -3.095 -1.513  -0.250
C: -5.235 -8.469 -1.889  -0.447
C: 0.366 8.076 4.140  0.444
C: -6.398 -7.314 -1.830  -0.851
C: -2.369 -5.638 0.771  -0.435
C: -3.412 -7.999 0.133  0.076
C: -0.661 0.430 -2.670  0.645
C: -3.370 -9.534 5.612  -0.541
C: 7.985 1.596 1.622  -0.463
C: 3.205 2.414 0.032  0.375
C: -1.208 4.887 -0.112  0.500
C: 8.898 3.249 2.892  0.470
C: -1.259 -5.219 -0.388  -0.782
C: 2.531 1.156 -0.425  0.234
C: -3.710 -6.387 0.130  -0.279
C: 4.565 1.513 -1.553  -0.421
C: 2.282 8.896 5.199  -0.521
C: -1.595 1.425 -3.291  0.302
C: 7.857 3.909 2.039  -0.476
C: -2.251 2.041 -2.082  -0.327
C: -0.465 5.470 1.052  -0.273
C: -2.211 0.919 -1.077  -0.593
C: -1.571 -3.742 -1.064  -0.450
C: 0.010 3.994 -7.809  -0.557
C: 7.003 2.739 1.620  -0.044
C: -3.763 -9.765 4.176  -0.450
C: 3.669 0.404 -1.067  -0.558
C: -2.448 -7.908 4.207  0.430
C: 0.025 5.387 -7.237  -0.438
C: -0.029 6.649 -0.938  -0.547
C: 0.977 8.205 5.502  -0.352
C: 2.589 8.424 3.801  -0.438
C: -2.945 -8.087 5.609  -0.369
C: 0.382 3.960 -5.501  0.460
C: -0.129 6.852 0.552  -0.173
C: -0.237 3.139 -6.592  -0.317
C: -4.639 -8.930 -0.431  -0.613
H: 6.510 2.881 0.655  0.032
H: -3.069 0.245 -1.172  0.233
H: -5.751 -9.438 -2.356  0.304
H: -3.928 -5.924 -0.923  0.100
H: 0.411 -3.914 -1.660  0.411
H: -1.047 2.169 -3.874  -0.547
H: -0.737 3.860 -8.597  0.327
H: 3.175 9.159 3.242  0.322
H: -0.356 -2.498 -2.370  0.292
H: -0.290 7.556 -1.491  0.312
H: -2.271 -3.912 -1.995  0.314
H: -5.478 -9.082 0.404  0.243
H: 0.131 -2.561 -0.685  0.367
H: -2.151 -7.901 6.336  0.310
H: -3.262 2.411 -2.274  0.537
H: -3.260 -8.306 1.276  -0.241
H: 1.752 1.410 -1.148  -0.206
H: 4.192 -0.190 -0.308  0.278
H: 6.227 2.562 2.374  0.249
H: -4.378 -8.181 -2.661  0.237
H: -1.911 -6.420 1.540  0.097
H: 8.527 1.512 0.674  0.286
H: -4.802 -9.483 3.979  0.277
H: 2.131 9.982 5.199  0.266
H: -2.059 -2.974 -0.316  0.270
H: -2.315 0.894 -3.920  0.441
H: -4.599 -6.125 0.860  0.249
H: -3.791 -7.415 5.778  0.264
H: -0.172 -5.141 0.093  0.440
H: 3.076 8.666 5.915  0.322
H: -2.166 1.293 -0.050  0.449
H: 2.112 0.604 0.419  0.346
H: 0.252 2.166 -6.679  0.319
H: -4.175 -9.753 6.318  0.325
H: 0.782 7.267 0.991  0.144
H: -1.181 -5.997 -1.259  0.289
H: -2.380 -8.161 -0.409  0.247
H: 7.499 0.641 1.838  0.302
H: 0.993 3.756 -8.232  0.278
H: 0.433 4.875 1.237  0.173
H: 8.345 4.383 1.183  0.291
H: -1.095 5.508 1.943  0.332
H: 3.120 7.466 3.793  0.265
H: -0.979 5.818 -7.165  0.268
H: -1.305 3.020 -6.388  0.265
H: 3.351 -0.274 -1.865  0.324
H: -3.615 -10.806 3.875  0.322
H: -6.066 -6.294 -1.362  0.198
H: -1.645 2.882 -1.724  -0.049
H: -2.513 -10.168 5.868  0.270
H: -7.382 -7.641 -1.254  0.269
H: -4.180 -10.020 -0.590  0.320
H: -2.677 -4.682 1.383  0.390
H: 7.283 4.640 2.612  0.277
H: 4.276 1.877 -2.545  0.251
H: 0.968 6.319 -1.246  0.285
H: -6.690 -7.075 -2.962  0.281
H: 0.348 8.807 6.161  0.282
H: 5.615 1.206 -1.581  0.335
H: -0.956 7.536 0.778  0.256
H: 0.659 6.061 -7.821  0.307
H: 1.133 7.206 5.920  0.255